(1)
An isolated ion of composition C5H11N and charge -1 at a distorted geometry, computed with ωB97M-V/def2-TZVPD.

Geometry as XYZ:
```
17
Properties=species:S:1:pos:R:3:lowdin_spin:R:1
C 0.9361 -0.4477 -1.6556 0.204
N 0.9825 0.0905 -0.2781 0.003
C 0.5220 -0.9904 0.6795 0.129
C -0.9198 -0.5870 0.9964 0.132
C -1.0215 0.9197 0.9166 0.062
C 0.1034 1.2855 -0.1085 0.068
H 0.3432 -0.0663 -2.4939 0.053
H 0.5734 -1.4798 -1.7116 0.054
H 1.9895 -0.4937 -2.0103 0.028
H 0.5799 -2.0196 0.3447 0.058
H 1.1124 -0.6768 1.5566 0.026
H -1.1839 -0.9615 2.0020 0.034
H -1.5573 -0.9558 0.1674 0.060
H -0.9382 1.4537 1.8572 0.012
H -1.9361 1.1749 0.3889 0.031
H -0.3661 1.7381 -0.9893 0.032
H 0.7804 2.0160 0.3380 0.013
```

Results
E_LUMO (spin up / spin down) ... 4.5 / 4.4 eV
Multiplicity ... 2
Total charge ... -1
Orbital gap (spin up / spin down) ... 3.0 / 9.0 eV
<S²> ... 0.75
DFT total energy ... -251.7537 hartree
HOMO (spin up / spin down) ... 1.512 / -4.647 eV
Relative energy (zero: lowest compared OMol25 entry of this formula, charge and spin) ... 1.2508 eV

(2)
C4H11LiO3 as an isolated structure at a distorted geometry, computed with ωB97M-V/def2-TZVPD.

Geometry as XYZ:
```
19
Properties=species:S:1:pos:R:3:lowdin_spin:R:1
C 1.9977 -0.5973 1.0578 0.001
C 1.8352 -0.8614 -0.4214 0.002
O 1.4807 0.3633 -1.0607 0.009
Li 1.2425 1.8240 0.0680 -0.003
H 2.2729 -1.5212 1.5795 0.000
H 2.8000 0.1358 1.2370 0.000
H 1.0557 -0.2406 1.5038 0.001
H 1.0350 -1.5966 -0.5956 0.001
H 2.7678 -1.2488 -0.8568 0.000
O -0.5037 1.8947 -0.0673 0.739
C -1.0167 0.6549 0.0751 0.130
C -2.5077 0.5263 -0.1838 0.002
O -2.8147 -0.8440 -0.0528 0.003
H 1.0851 0.2185 -1.9524 0.000
H -0.7504 0.2537 1.0823 0.055
H -0.4216 -0.0183 -0.5881 0.058
H -2.7383 0.8954 -1.1956 0.000
H -3.0611 1.1403 0.5444 0.001
H -3.7584 -0.9788 -0.1735 0.000
```

Results
E_LUMO (spin up / spin down) ... -3.6 / -6.9 eV
Multiplicity ... 2
Total charge ... +1
Orbital gap (spin up / spin down) ... 10.6 / 7.2 eV
<S²> ... 0.75
DFT total energy ... -391.9727 hartree
HOMO (spin up / spin down) ... -14.149 / -14.129 eV
Relative energy (zero: lowest compared OMol25 entry of this formula, charge and spin) ... 0.0000 eV

(3)
A 2-piece molecular cluster, CH7N2O overall at a distorted geometry, computed with ωB97M-V/def2-TZVPD.

Geometry as XYZ:
```
11
Properties=species:S:1:pos:R:3:lowdin_charge:R:1
N 0.3041 0.9318 -0.2582 0.192
C -0.4857 -0.0323 -0.6942 -0.175
N -1.7283 0.1414 -1.0549 0.196
H -0.0901 1.8492 -0.4080 0.140
H 1.2998 0.7527 -0.3268 0.135
H -0.0755 -1.0467 -0.6896 0.165
H -2.3606 -0.6484 -0.9859 0.149
H -2.1099 1.0777 -0.9709 0.145
H 2.2836 -0.6642 2.2150 0.056
H 1.3225 -1.7647 1.7980 0.055
O 1.5674 -0.8503 1.5990 -0.058
```

Results
E_LUMO ... -3.9 eV
Total charge ... +1
Orbital gap ... 11.7 eV
DFT total energy ... -226.8180 hartree
HOMO ... -15.547 eV
Relative energy (zero: lowest compared OMol25 entry of this formula, charge and spin) ... 0.4736 eV

(4)
C21H34N3OPSeSiZr as an isolated structure at a distorted geometry, computed with ωB97M-V/def2-TZVPD.

Geometry as XYZ:
```
63
Properties=species:S:1:pos:R:3:lowdin_charge:R:1
Zr -0.5055 0.8979 0.0608 0.920
Si -1.8618 3.0748 0.2574 0.398
P 1.3431 2.8196 -0.9020 0.731
N 0.8077 0.9217 1.6110 -0.254
H 0.1869 0.0880 -3.8779 0.106
C 2.9824 2.4664 -1.7285 -0.282
H 3.5194 3.4063 -1.9980 0.047
H 2.8150 1.8765 -2.6511 0.032
H 3.6134 1.8770 -1.0338 0.041
C 0.7229 4.0856 -2.1014 -0.282
H 1.5083 4.8319 -2.3182 0.045
H -0.1545 4.5961 -1.6798 0.011
H 0.4249 3.5926 -3.0404 0.036
C 1.9617 3.8997 0.4639 -0.286
H 2.6097 4.7058 0.0798 0.046
H 2.5250 3.2716 1.1679 0.038
H 1.1003 4.3272 0.9913 0.011
C -3.0680 3.3805 -1.1588 -0.332
H -3.5264 2.4402 -1.5082 0.021
H -2.5548 3.8957 -1.9864 0.009
H -3.8222 4.0309 -0.6826 0.010
H -2.6326 2.4837 1.4206 -0.084
H -1.1617 4.3942 0.6073 -0.070
C 1.1386 1.0823 2.8965 -0.478
C 2.4309 0.3442 4.7748 -0.128
C 2.1416 0.2348 3.4358 -0.080
C 0.4453 2.0473 3.6928 -0.065
C 0.7630 2.1295 5.0311 -0.122
C 1.7455 1.2795 5.5789 -0.131
H 3.1878 -0.3049 5.1954 0.088
H 2.5863 -0.4640 2.7412 0.088
H -0.3245 2.6444 3.2092 0.082
H 0.2478 2.8465 5.6633 0.092
H 1.9861 1.3455 6.6487 0.086
C -0.8545 0.4644 -3.3179 -0.632
O -0.9371 0.8205 -2.0708 -0.393
C -0.5375 -0.9554 -3.6852 -0.162
H -0.8275 -1.0787 -4.7313 0.111
H -1.1298 -1.5326 -2.9180 0.072
H 0.3641 -1.4721 -3.5406 0.053
C -1.4134 1.3437 -4.3892 -0.066
H -0.6366 1.3630 -5.1764 0.078
H -1.6658 2.3933 -4.1815 0.074
H -2.2950 0.8594 -4.8442 0.073
C -1.8482 -3.4145 2.5272 -0.038
N -1.0974 -3.4720 1.2856 -0.080
C -1.0778 -2.4965 0.3431 -0.602
Se -2.2919 -1.0441 0.4709 0.672
N -0.3302 -2.9990 -0.6905 0.137
C -0.0365 -4.3486 -0.4811 -0.168
C 0.3684 -5.3675 -1.3373 -0.002
C 0.3219 -6.6831 -0.8543 -0.072
C -0.1446 -6.9692 0.4458 -0.068
C -0.5808 -5.9353 1.2842 -0.001
C -0.5042 -4.6419 0.7975 -0.159
H -2.1834 -2.3824 2.6583 0.033
H -1.1947 -3.7034 3.3544 0.106
H -2.7132 -4.0852 2.4867 0.107
H -0.1411 -2.4634 -1.5558 0.132
H 0.7183 -5.1288 -2.3463 0.119
H 0.6437 -7.5229 -1.4744 0.108
H -0.1716 -8.0027 0.7971 0.109
H -0.9853 -6.0937 2.2833 0.116
```

Results
E_LUMO ... -0.3 eV
Orbital gap ... 5.6 eV
DFT total energy ... -4139.2646 hartree
HOMO ... -5.949 eV